{"formula": "C4H4O3", "method": "ωB97M-V/def2-TZVPD", "e_homo_ev": -10.05, "largest_force_ev_per_a": 4.26, "relative_energy_kj_mol": 244.0, "gap_ev": 9.592, "elements": ["C", "C", "C", "C", "H", "H", "H", "H", "O", "O", "O"], "coordinates": [[-2.50559, 0.61561, 0.18594], [-2.00399, -0.66524, -0.01019], [0.36078, 0.09618, -0.13192], [1.76282, -0.56450, 0.10097], [-1.64021, 1.34151, 0.34907], [-3.68671, 0.77949, 0.10700], [-2.43162, -1.61435, -0.12563], [1.82489, -1.71224, 0.29716], [-0.58816, -0.90562, -0.12269], [0.36238, 1.29641, -0.14889], [2.75698, 0.14836, 0.08452]], "atomic_forces_ev_per_a": [[0.17, -2.71, -0.58], [0.80, 4.18, 0.17], [1.37, -0.78, 0.88], [1.86, -0.15, -0.20], [-2.19, -0.36, -0.38], [3.13, -0.15, 0.52], [-1.07, -0.85, -0.21], [-0.22, 1.69, -0.28], [-0.19, 1.73, 0.30], [-1.53, -0.90, -0.31], [-2.12, -1.69, 0.10]], "nbo_charge": [-0.48, 0.10, 0.69, 0.32, 0.26, 0.25, 0.20, 0.14, -0.52, -0.51, -0.45]}


{"formula": "C24H47Cl4KLiMgN3O8PS", "method": "ωB97M-V/def2-TZVPD", "e_homo_ev": -2.35, "total_charge": -1, "largest_force_ev_per_a": 3.36, "gap_ev": 1.249, "elements": ["C", "O", "C", "C", "C", "C", "C", "C", "C", "C", "N", "C", "N", "N", "C", "C", "C", "C", "S", "H", "H", "H", "H", "H", "H", "H", "H", "H", "H", "H", "H", "H", "H", "H", "H", "H", "H", "H", "H", "H", "H", "H", "H", "H", "H", "H", "H", "H", "H", "Cl", "O", "C", "C", "O", "H", "H", "H", "H", "Mg", "C", "C", "C", "C", "C", "C", "H", "H", "H", "H", "H", "H", "Cl", "Li", "K", "O", "P", "O", "O", "O", "O", "H", "H", "H", "Cl", "C", "C", "Cl", "H", "H", "H", "H"], "coordinates": [[4.28036, -2.33002, 0.07616], [5.20175, -1.36523, -0.48778], [4.49762, -0.15742, -0.94701], [4.45868, -0.13647, -2.53992], [3.25779, 0.72293, -3.12971], [3.43392, 2.29735, -2.93043], [2.71607, 2.83157, -1.61480], [1.14069, 2.47411, -1.69246], [0.73417, 1.30244, -0.70396], [0.73019, 1.71895, 0.84070], [0.55688, 0.51784, 1.74274], [-0.15105, -0.56742, 1.01561], [0.20258, -1.84980, 1.09464], [-1.25507, -0.11358, 0.14472], [-0.63110, 0.56469, -1.05923], [-1.70176, 1.45980, -1.82375], [-3.22106, 1.09699, -1.52684], [-3.76957, -0.23010, -2.24592], [-2.56959, -1.09071, -3.36771], [3.48027, -1.86776, 0.74473], [3.76309, -2.98375, -0.69700], [4.89615, -3.02973, 0.73723], [3.44496, -0.10188, -0.48749], [5.03864, 0.81200, -0.56943], [4.30988, -1.28454, -2.89162], [5.52672, 0.22789, -2.90619], [3.23239, 0.53402, -4.25797], [2.25829, 0.32454, -2.72909], [4.55880, 2.48154, -2.79802], [3.11853, 2.90093, -3.85324], [3.22990, 2.34501, -0.73060], [2.78900, 3.97148, -1.61186], [0.52669, 3.40188, -1.43645], [0.89857, 2.19452, -2.77360], [1.56136, 0.51081, -0.79090], [-0.17746, 2.39155, 1.00763], [1.70118, 2.23106, 1.13896], [-0.13749, 0.79456, 2.45961], [-0.17298, -2.59455, 0.49100], [0.88180, -2.16953, 1.80239], [-1.74308, 0.59032, 0.72606], [-0.36528, -0.30080, -1.76161], [-1.45275, 1.50011, -2.94614], [-1.55705, 2.53748, -1.45704], [-3.48160, 1.03245, -0.41764], [-3.84297, 1.96646, -1.94464], [-4.66167, 0.06664, -2.90301], [-4.22002, -0.90871, -1.44254], [-2.11870, -2.18387, -2.58873], [3.66653, -2.74476, -3.25595], [-4.24482, 2.30322, -7.20017], [-4.58816, 2.08237, -5.92184], [-4.15128, 3.32334, -5.01949], [-4.47510, 3.08337, -3.73525], [-4.14408, 1.19532, -5.43152], [-5.65898, 1.92361, -5.71321], [-4.61822, 4.20471, -5.50525], [-3.06662, 3.49536, -5.24068], [-2.82994, 1.09613, -4.71869], [-0.51858, -1.65234, 4.67642], [-0.77890, -3.00764, 4.84920], [-0.57898, -3.60105, 6.08908], [-0.12545, -2.83750, 7.15770], [0.13045, -1.48233, 6.98492], [-0.06258, -0.88988, 5.74397], [-0.67081, -1.19283, 3.70507], [-1.13673, -3.60245, 4.01428], [-0.77432, -4.65918, 6.22262], [0.03033, -3.29918, 8.12553], [0.48463, -0.88784, 7.81928], [0.14457, 0.16587, 5.60826], [6.42917, -0.82054, -4.23773], [-3.21428, 3.98848, -8.13468], [6.72332, 0.01464, 0.65258], [3.13873, -1.93216, 5.70958], [3.61400, -2.70082, 6.94846], [3.35355, -1.85660, 8.19994], [5.11425, -2.99402, 6.83911], [2.84994, -4.02611, 7.04730], [4.21965, -4.87694, 2.36977], [3.57928, -4.87996, 3.12881], [3.75144, -4.97283, 1.49814], [4.91943, -5.56872, 2.48339], [-8.94530, 1.19677, 0.49357], [-7.55059, 2.30377, 0.54639], [-6.30781, 1.68919, -0.06139], [-5.66814, 0.34828, 0.92633], [-7.38736, 2.59348, 1.58515], [-7.83267, 3.19539, -0.01560], [-5.51784, 2.43845, -0.12620], [-6.49840, 1.30787, -1.06509]], "atomic_forces_ev_per_a": [[0.04, -1.08, 0.48], [-2.09, -0.09, 0.77], [-1.25, 0.94, -1.64], [0.18, 1.35, 1.42], [0.55, -0.09, -0.46], [0.57, -0.12, 0.46], [-0.75, 0.07, -1.34], [0.19, 0.28, 0.51], [0.67, -0.60, 0.52], [-0.63, 0.64, -1.05], [-1.26, -1.99, -0.80], [-0.80, 1.67, -0.67], [0.16, 0.81, 0.20], [1.94, -0.80, 1.51], [0.37, -0.41, -1.94], [-0.04, 0.81, 1.68], [-0.37, 0.43, -0.69], [-1.15, 0.54, 0.90], [-0.22, -0.99, 0.88], [1.03, -0.15, -0.74], [0.71, 1.12, 0.31], [-0.49, 0.98, -0.75], [1.42, -0.32, -0.36], [-0.84, -1.43, -0.40], [0.67, 3.08, 0.93], [-2.67, -0.41, 0.85], [0.14, 0.03, 1.55], [1.27, 0.61, -0.56], [-1.47, -0.19, -0.35], [0.17, -0.82, 1.34], [-0.73, 0.77, -0.75], [0.18, -1.52, 0.42], [0.72, -1.16, -0.33], [0.24, 0.25, 1.52], [-1.13, 1.02, 0.08], [1.36, -0.38, -0.21], [-1.39, -0.56, -0.38], [0.82, -0.24, 0.00], [-0.23, 0.97, 0.35], [-0.30, 0.73, -0.57], [0.29, -0.34, -0.58], [-0.33, 1.17, 0.94], [-0.25, -0.21, 1.42], [-0.29, -1.37, -0.55], [0.76, 0.01, -1.43], [0.94, -1.11, 0.41], [1.28, -0.42, 0.79], [0.91, 0.56, -1.30], [-0.42, 0.66, -0.08], [-1.46, -2.86, -0.24], [0.88, 0.38, -1.43], [-0.42, 3.29, -0.57], [-1.08, -1.42, 0.23], [0.90, -0.31, 0.36], [-2.59, -0.77, -1.50], [0.05, -0.08, -0.12], [-0.30, 0.04, -0.01], [0.57, -0.11, 0.01], [2.75, 1.14, 1.22], [0.04, -0.04, 0.11], [0.06, 0.01, -0.07], [0.00, 0.07, 0.01], [-0.09, 0.07, -0.03], [-0.12, 0.00, 0.02], [-0.09, -0.06, -0.02], [-0.05, 0.00, 0.04], [-0.03, 0.01, 0.03], [0.04, 0.06, 0.00], [0.10, 0.04, -0.11], [0.09, -0.10, -0.10], [0.05, -0.07, 0.02], [2.07, -0.45, -1.49], [-0.90, -1.64, 1.13], [1.12, 0.14, 0.43], [-0.29, -0.07, -0.10], [0.02, 0.03, 0.10], [0.22, 0.22, -0.29], [-0.11, -0.21, 0.23], [0.18, -0.19, -0.48], [-0.16, -0.21, -0.01], [0.12, 0.17, 0.13], [0.18, 0.05, 0.19], [-0.17, 0.16, 0.02], [-0.03, -0.04, 0.04], [0.17, 0.16, 0.00], [-0.08, 0.25, -0.17], [-0.08, -0.11, 0.13], [-0.01, -0.14, -0.08], [0.08, -0.12, -0.05], [-0.10, -0.02, 0.01], [0.00, 0.01, 0.13]], "lowdin_charge": [-0.16, -0.40, -0.29, -0.45, -0.21, -0.21, -0.19, -0.16, -0.26, -0.13, 0.03, -0.26, 0.25, 0.07, -0.28, -0.20, -0.27, -0.53, 0.61, 0.08, 0.02, 0.06, 0.10, 0.05, -0.23, -0.09, 0.12, 0.09, 0.11, 0.11, 0.09, 0.11, 0.11, 0.12, 0.11, 0.13, 0.13, 0.12, 0.15, 0.13, 0.12, 0.13, 0.02, 0.12, 0.05, 0.08, 0.07, 0.07, -0.10, -0.19, -0.40, -0.54, -0.54, -0.31, -0.04, 0.12, 0.09, 0.05, 0.69, -0.13, -0.12, -0.10, -0.09, -0.09, -0.10, 0.06, 0.09, 0.10, 0.11, 0.11, 0.10, -0.39, 0.80, 0.98, -0.29, -0.16, -0.24, -0.27, -0.28, 0.26, 0.19, 0.17, 0.18, 0.53, -0.66, -0.65, 0.56, 0.07, 0.08, 0.07, 0.08]}